Record 1
The following is a quantum chemistry calculation of a molecular structure, C28H24N4O4PRe at a distorted geometry, from the OMol25 dataset.

Positions of all 62 atoms, in Å:
Re (-1.517, -0.109, -0.505)
N (-0.374, -1.789, -1.632)
C (0.926, -1.913, -0.990)
C (1.489, -3.140, -0.681)
C (2.723, -3.188, -0.037)
C (3.412, -2.024, 0.260)
C (2.851, -0.792, -0.046)
C (1.607, -0.729, -0.659)
P (0.688, 0.832, -0.836)
C (1.330, 2.051, 0.330)
C (0.752, 2.217, 1.585)
C (1.299, 3.115, 2.485)
C (2.415, 3.858, 2.123)
C (3.007, 3.675, 0.880)
C (2.468, 2.781, -0.031)
C (0.785, 1.484, -2.510)
C (1.421, 0.795, -3.542)
C (1.465, 1.365, -4.803)
C (0.858, 2.593, -5.037)
C (0.230, 3.282, -4.006)
C (0.188, 2.731, -2.739)
H (-0.237, -1.556, -2.625)
H (-0.846, -2.701, -1.598)
H (0.982, -4.059, -0.934)
H (3.140, -4.145, 0.235)
H (4.376, -2.066, 0.743)
H (3.368, 0.121, 0.208)
H (-0.133, 1.656, 1.847)
H (0.855, 3.239, 3.459)
H (2.825, 4.581, 2.812)
H (3.897, 4.227, 0.616)
H (2.922, 2.646, -1.003)
H (1.920, -0.144, -3.349)
H (1.984, 0.863, -5.604)
H (0.886, 3.022, -6.028)
H (-0.209, 4.250, -4.194)
H (-0.286, 3.258, -1.921)
O (-3.297, 0.281, 2.398)
C (-2.243, -0.293, 2.333)
O (-1.405, -0.036, 1.332)
C (-1.749, -1.332, 3.285)
C (-0.390, -1.641, 3.370)
C (0.033, -2.632, 4.240)
C (-0.921, -3.288, 5.005)
C (-2.271, -2.976, 4.958)
C (-2.687, -1.987, 4.081)
N (-0.470, -4.381, 5.918)
O (-1.224, -4.649, 6.798)
O (0.589, -4.852, 5.628)
H (0.334, -1.101, 2.773)
H (1.081, -2.886, 4.316)
H (-2.974, -3.485, 5.600)
H (-3.731, -1.718, 4.016)
N (-3.886, 0.377, -3.969)
C (-4.244, 1.455, -3.224)
C (-3.418, 1.462, -2.140)
N (-2.557, 0.383, -2.221)
C (-2.885, -0.249, -3.355)
H (-4.322, 0.095, -4.840)
H (-5.038, 2.119, -3.501)
H (-3.384, 2.169, -1.327)
H (-2.409, -1.128, -3.745)

Results
LUMO level (alpha / beta) = -0.46484 / -0.44912 hartree
Total charge = +3
Kohn-Sham gap (alpha / beta) = 4.4 / 4.8 eV
Energy above the lowest of the compared OMol25 structures with the same formula, charge and spin = 182.8 kJ/mol
Spin multiplicity = 2

These are the natural (NBO) partial charges, in e, on atoms 1 to 4: 1.48, -0.81, 0.18, -0.23

---

Record 2
The following is a quantum chemistry calculation of a molecular structure, C24H24N2O3STa at a distorted geometry, from the OMol25 dataset.

Positions of all 55 atoms, in Å:
Ta (-8.648, 1.381, 14.903)
O (-7.632, 2.219, 13.585)
C (-6.530, 1.948, 12.807)
C (-6.452, 2.347, 11.504)
C (-5.305, 1.984, 10.799)
C (-4.273, 1.236, 11.379)
C (-4.357, 0.839, 12.707)
C (-5.485, 1.196, 13.454)
C (-5.600, 0.700, 14.809)
N (-6.672, 0.801, 15.570)
C (-6.710, 0.175, 16.883)
C (-7.595, 1.025, 17.762)
N (-8.744, 1.618, 17.007)
C (-9.665, 2.178, 17.742)
C (-10.852, 2.758, 17.269)
C (-11.743, 3.339, 18.231)
C (-12.828, 4.079, 17.772)
C (-12.952, 4.267, 16.406)
C (-12.127, 3.728, 15.467)
C (-11.053, 2.962, 15.920)
O (-10.229, 2.362, 15.062)
H (-7.281, 2.869, 11.055)
H (-5.248, 2.382, 9.784)
H (-3.390, 0.959, 10.807)
H (-3.551, 0.298, 13.212)
H (-4.763, 0.263, 15.271)
H (-5.719, 0.090, 17.361)
H (-7.092, -0.845, 16.734)
H (-7.028, 1.881, 18.228)
H (-8.004, 0.474, 18.633)
H (-9.496, 2.143, 18.832)
H (-11.618, 3.112, 19.277)
H (-13.570, 4.446, 18.455)
H (-13.855, 4.782, 16.006)
H (-12.340, 3.808, 14.413)
C (-15.344, 0.700, 12.894)
C (-13.932, 0.232, 13.014)
C (-13.386, -0.035, 14.270)
C (-12.086, -0.462, 14.413)
C (-11.394, -0.752, 13.225)
C (-11.858, -0.376, 11.960)
C (-13.136, 0.129, 11.879)
S (-9.819, -1.416, 13.355)
C (-9.955, -2.881, 14.375)
O (-9.145, -0.373, 14.477)
H (-15.681, 1.235, 13.798)
H (-16.036, -0.141, 12.789)
H (-15.469, 1.351, 12.024)
H (-13.957, 0.182, 15.145)
H (-11.737, -0.718, 15.378)
H (-11.256, -0.450, 11.038)
H (-13.597, 0.419, 10.942)
H (-10.698, -2.750, 15.167)
H (-8.978, -3.191, 14.776)
H (-10.260, -3.580, 13.631)

Results
LUMO level = -0.38835 hartree
Total charge = +3
Kohn-Sham gap = 7.1 eV

These are the natural (NBO) partial charges, in e, on atoms 1 to 4: 2.62, -0.71, 0.34, -0.25

---

Record 3
The following is a quantum chemistry calculation of a molecular structure, C62H76BrCl2F6MoN4O4P at a distorted geometry, from the OMol25 dataset.

Positions of all 157 atoms, in Å:
Mo (0.635, 0.376, -0.200)
C (-3.943, 1.833, 5.414)
C (-4.485, 0.551, 4.762)
C (-5.975, 0.746, 4.469)
C (-4.347, -0.640, 5.720)
C (-3.677, 0.322, 3.499)
C (-2.366, -0.136, 3.564)
C (-1.616, -0.195, 2.412)
Br (0.132, -0.964, 2.465)
C (-2.055, 0.205, 1.138)
O (-1.152, 0.296, 0.174)
C (-3.451, 0.460, 1.055)
C (-4.185, 0.552, 2.225)
C (-4.156, 0.503, -0.288)
C (-3.615, 1.671, -1.109)
C (-3.888, -0.854, -0.954)
C (-5.674, 0.677, -0.170)
H (-4.476, 2.033, 6.339)
H (-4.084, 2.680, 4.744)
H (-2.883, 1.748, 5.636)
H (-6.512, 0.885, 5.404)
H (-6.388, -0.128, 3.970)
H (-6.151, 1.627, 3.857)
H (-5.052, -0.529, 6.540)
H (-3.352, -0.713, 6.148)
H (-4.574, -1.568, 5.201)
H (-1.921, -0.449, 4.494)
H (-5.224, 0.799, 2.123)
H (-2.531, 1.618, -1.213)
H (-3.877, 2.595, -0.603)
H (-4.071, 1.681, -2.093)
H (-2.824, -1.007, -1.133)
H (-4.428, -0.926, -1.895)
H (-4.234, -1.654, -0.303)
H (-5.935, 1.621, 0.303)
H (-6.129, -0.143, 0.379)
H (-6.102, 0.683, -1.170)
C (-0.228, 5.800, -1.247)
C (-1.035, 4.592, -0.746)
C (-2.527, 4.913, -0.934)
C (-0.710, 4.285, 0.701)
C (-1.273, 5.117, 1.658)
C (-1.008, 4.952, 3.001)
C (-0.144, 3.953, 3.392)
C (0.450, 3.095, 2.471)
C (1.512, 2.169, 3.004)
C (2.767, 2.988, 3.326)
C (1.055, 1.468, 4.292)
C (0.144, 3.237, 1.111)
N (0.762, 2.425, 0.093)
C (1.536, 3.158, -0.677)
C (2.038, 2.876, -1.970)
C (2.792, 3.893, -2.586)
C (3.298, 3.767, -3.858)
C (3.022, 2.613, -4.593)
C (2.265, 1.611, -4.040)
C (1.766, 1.685, -2.714)
N (1.040, 0.672, -2.187)
C (0.802, -0.434, -3.057)
C (-0.390, -0.475, -3.802)
C (-0.676, -1.623, -4.531)
C (0.214, -2.677, -4.583)
C (1.452, -2.554, -3.980)
C (1.781, -1.431, -3.229)
C (3.201, -1.278, -2.722)
C (4.188, -1.231, -3.895)
C (3.599, -2.417, -1.781)
C (-1.247, 0.765, -3.953)
C (-2.727, 0.461, -4.166)
C (-0.762, 1.551, -5.181)
H (-0.437, 5.962, -2.302)
H (0.843, 5.671, -1.131)
H (-0.517, 6.693, -0.697)
H (-0.788, 3.718, -1.361)
H (-2.713, 5.978, -0.822)
H (-3.138, 4.392, -0.202)
H (-2.853, 4.628, -1.931)
H (-1.912, 5.922, 1.336)
H (-1.428, 5.628, 3.730)
H (0.113, 3.857, 4.433)
H (1.777, 1.430, 2.230)
H (2.563, 3.681, 4.139)
H (3.108, 3.561, 2.474)
H (3.572, 2.323, 3.628)
H (1.260, 2.093, 5.158)
H (1.597, 0.538, 4.432)
H (-0.011, 1.246, 4.283)
H (1.798, 4.144, -0.301)
H (3.003, 4.793, -2.034)
H (3.904, 4.550, -4.281)
H (3.399, 2.508, -5.599)
H (2.049, 0.723, -4.611)
H (-1.598, -1.697, -5.082)
H (-0.036, -3.573, -5.132)
H (2.177, -3.342, -4.117)
H (3.285, -0.330, -2.180)
H (4.223, -2.187, -4.410)
H (5.183, -1.004, -3.520)
H (3.919, -0.464, -4.613)
H (3.614, -3.371, -2.305)
H (2.894, -2.481, -0.957)
H (4.597, -2.233, -1.391)
H (-1.124, 1.382, -3.051)
H (-2.892, 0.029, -5.149)
H (-3.292, 1.389, -4.124)
H (-3.099, -0.221, -3.411)
H (-0.700, 0.883, -6.038)
H (0.212, 2.001, -5.023)
H (-1.468, 2.342, -5.416)
C (3.309, -2.082, 1.771)
N (4.119, -1.057, 1.162)
C (5.543, -1.180, 1.381)
C (3.630, -0.117, 0.363)
O (2.405, 0.093, 0.133)
H (3.142, -1.878, 2.830)
H (2.343, -2.152, 1.273)
H (3.825, -3.037, 1.675)
H (5.720, -1.466, 2.415)
H (6.043, -0.237, 1.192)
H (5.964, -1.943, 0.724)
H (4.371, 0.524, -0.108)
Cl (3.135, -6.261, 2.052)
C (1.617, -5.515, 2.431)
C (1.503, -4.715, 3.551)
C (0.290, -4.104, 3.825)
C (-0.798, -4.301, 2.994)
C (-0.691, -5.115, 1.879)
Cl (-2.102, -5.431, 0.953)
C (0.534, -5.732, 1.562)
N (0.686, -6.582, 0.488)
C (0.005, -6.501, -0.708)
C (-0.415, -7.690, -1.320)
C (-1.148, -7.655, -2.484)
C (-1.478, -6.429, -3.057)
C (-0.996, -5.257, -2.510)
C (-0.205, -5.264, -1.364)
C (0.572, -4.046, -1.008)
C (-0.147, -2.737, -0.557)
O (-1.323, -2.682, -0.269)
O (0.683, -1.771, -0.521)
H (2.353, -4.579, 4.201)
H (0.193, -3.471, 4.691)
H (-1.746, -3.836, 3.212)
H (1.254, -7.405, 0.647)
H (-0.187, -8.631, -0.841)
H (-1.480, -8.576, -2.938)
H (-2.086, -6.402, -3.948)
H (-1.204, -4.309, -2.980)
H (1.097, -3.728, -1.914)
H (1.314, -4.254, -0.235)
F (3.748, 2.654, 0.435)
P (5.308, 3.203, 0.168)
F (5.267, 2.316, -1.208)
F (5.826, 1.871, 0.966)
F (6.801, 3.657, -0.120)
F (5.240, 4.002, 1.552)
F (4.696, 4.474, -0.609)

Results
LUMO level (alpha / beta) = -0.10155 / -0.23747 hartree
Total charge = +1
Kohn-Sham gap (alpha / beta) = 6.9 / 3.7 eV
Spin multiplicity = 4

These are the Mulliken partial charges, in e, on atoms 1 to 4: -0.18, -1.63, 2.11, -2.11

---

Record 4
The following is a quantum chemistry calculation of a molecular structure, C48H49Cl2N10O2PV, from the OMol25 dataset.

Positions of all 113 atoms, in Å:
V (0.848, 0.733, -0.455)
Cl (-2.525, 6.514, -2.213)
C (-2.005, 5.163, -1.253)
C (-0.896, 4.439, -1.667)
C (-0.470, 3.335, -0.946)
N (0.575, 2.513, -1.386)
C (1.527, 2.919, -2.229)
O (1.816, 4.052, -2.616)
C (2.290, 1.742, -2.841)
C (3.225, 1.987, -3.834)
C (3.814, 0.907, -4.471)
C (3.448, -0.377, -4.093)
C (2.521, -0.528, -3.072)
N (1.955, 0.504, -2.451)
C (-1.143, 2.923, 0.233)
C (-2.247, 3.678, 0.626)
C (-2.663, 4.783, -0.104)
Cl (-4.066, 5.648, 0.454)
N (-0.574, 1.822, 0.931)
C (-1.064, 1.559, 2.159)
O (-2.181, 1.818, 2.618)
C (-0.103, 0.931, 3.163)
C (-0.531, 0.865, 4.489)
C (0.352, 0.423, 5.453)
C (1.636, 0.063, 5.071)
C (1.964, 0.153, 3.729)
N (1.119, 0.568, 2.787)
H (-0.362, 4.743, -2.554)
H (3.438, 3.015, -4.089)
H (4.538, 1.065, -5.261)
H (3.865, -1.254, -4.569)
H (2.230, -1.510, -2.718)
H (-2.811, 3.399, 1.496)
H (-1.541, 1.169, 4.719)
H (0.049, 0.367, 6.491)
H (2.371, -0.269, 5.792)
H (2.964, -0.107, 3.395)
C (5.723, 0.770, -1.274)
N (4.952, 1.836, -0.682)
C (5.546, 3.159, -0.558)
C (4.351, 4.020, -0.161)
N (3.434, 3.033, 0.369)
C (2.320, 3.433, 1.190)
C (3.746, 1.774, -0.023)
N (2.949, 0.754, 0.155)
C (3.482, -0.602, 0.082)
C (2.460, -1.614, 0.576)
N (1.255, -1.557, -0.254)
C (0.735, -2.669, -0.660)
N (-0.183, -2.775, -1.673)
C (-0.518, -1.753, -2.627)
C (-0.375, -4.150, -2.082)
C (0.211, -4.935, -0.915)
N (1.000, -3.947, -0.190)
C (1.250, -4.229, 1.214)
H (6.474, 1.231, -1.915)
H (5.109, 0.139, -1.910)
H (6.245, 0.150, -0.538)
H (5.968, 3.466, -1.516)
H (6.346, 3.173, 0.193)
H (3.907, 4.541, -1.016)
H (4.601, 4.754, 0.607)
H (2.690, 3.950, 2.080)
H (1.754, 2.561, 1.495)
H (1.658, 4.102, 0.635)
H (4.391, -0.712, 0.685)
H (3.734, -0.896, -0.942)
H (2.199, -1.397, 1.609)
H (2.945, -2.595, 0.540)
H (-0.171, -0.782, -2.287)
H (-1.603, -1.707, -2.751)
H (-0.065, -1.963, -3.604)
H (0.155, -4.347, -3.022)
H (-1.434, -4.364, -2.231)
H (0.827, -5.774, -1.243)
H (-0.581, -5.326, -0.267)
H (0.499, -4.940, 1.571)
H (1.159, -3.331, 1.817)
H (2.238, -4.663, 1.381)
C (-4.763, -4.642, -1.556)
C (-3.793, -4.808, -0.574)
C (-3.135, -3.707, -0.055)
C (-3.434, -2.416, -0.492)
C (-4.415, -2.260, -1.466)
C (-5.071, -3.365, -1.997)
P (-2.428, -1.009, 0.151)
C (-2.486, -1.447, 1.922)
C (-1.246, -1.796, 2.449)
C (-1.128, -2.305, 3.736)
C (-2.258, -2.448, 4.522)
C (-3.502, -2.089, 4.013)
C (-3.617, -1.603, 2.722)
C (-3.502, 0.412, -0.231)
C (-4.531, 0.946, 0.541)
C (-5.277, 2.017, 0.075)
C (-5.015, 2.570, -1.171)
C (-3.984, 2.062, -1.944)
C (-3.229, 1.001, -1.467)
H (-5.280, -5.501, -1.962)
H (-3.556, -5.799, -0.208)
H (-2.388, -3.849, 0.719)
H (-4.677, -1.269, -1.817)
H (-5.833, -3.219, -2.752)
H (-0.364, -1.632, 1.842)
H (-0.151, -2.563, 4.128)
H (-2.178, -2.833, 5.531)
H (-4.389, -2.201, 4.622)
H (-4.602, -1.379, 2.333)
H (-4.737, 0.558, 1.529)
H (-6.054, 2.438, 0.700)
H (-5.587, 3.421, -1.517)
H (-3.741, 2.511, -2.898)
H (-2.399, 0.634, -2.064)

Results
LUMO level (alpha / beta) = 0.00801 / 0.00731 hartree
Total charge = 0
Kohn-Sham gap (alpha / beta) = 6.5 / 6.9 eV
Energy above the lowest of the compared OMol25 structures with the same formula, charge and spin = 0.0 kJ/mol
Spin multiplicity = 4

These are the Mulliken partial charges, in e, on atoms 1 to 4: 1.38, -0.25, -0.07, -0.95

---

Record 5
The following is a quantum chemistry calculation of a molecular structure, C32H38As2LiN2O4SSi, from the OMol25 dataset.

Positions of all 81 atoms, in Å:
Li (-0.501, 0.320, 0.624)
C (-2.641, 3.148, -1.108)
Si (-3.183, 2.428, 0.536)
C (-5.050, 2.322, 0.484)
C (-2.736, 3.640, 1.907)
N (-2.375, 0.942, 0.791)
C (-2.933, -0.237, 0.946)
C (-4.080, -0.734, 1.470)
C (-4.479, -2.091, 1.708)
C (-3.704, -3.185, 1.878)
C (-2.272, -3.191, 1.870)
C (-1.492, -2.239, 1.363)
O (-0.147, -2.069, 1.526)
C (0.671, -3.093, 1.063)
C (1.797, -3.375, 1.816)
C (2.691, -4.332, 1.354)
C (2.444, -4.995, 0.160)
C (1.292, -4.709, -0.566)
C (0.388, -3.757, -0.120)
H (-2.922, 4.200, -1.216)
H (-3.099, 2.584, -1.924)
H (-1.560, 3.064, -1.234)
H (-5.454, 3.260, 0.094)
H (-5.482, 2.156, 1.474)
H (-5.382, 1.512, -0.169)
H (-2.974, 4.671, 1.631)
H (-1.672, 3.588, 2.150)
H (-3.286, 3.401, 2.821)
H (-4.793, 0.032, 1.743)
H (-5.546, -2.236, 1.838)
H (-4.192, -4.126, 2.098)
H (-1.748, -4.009, 2.357)
H (1.953, -2.849, 2.748)
H (3.575, -4.564, 1.935)
H (3.141, -5.740, -0.202)
H (1.088, -5.221, -1.497)
H (-0.514, -3.523, -0.677)
C (3.245, -1.295, -0.469)
As (2.398, 0.073, 0.639)
C (3.553, -0.076, 2.221)
C (3.246, 1.668, -0.138)
C (4.535, 1.581, -0.660)
C (5.164, 2.690, -1.202)
C (4.503, 3.909, -1.224)
C (3.224, 4.010, -0.700)
C (2.582, 2.898, -0.154)
As (0.788, 3.037, 0.638)
C (0.297, 4.830, 0.039)
C (1.401, 3.523, 2.439)
H (4.265, -1.484, -0.133)
H (3.246, -0.961, -1.505)
H (2.663, -2.212, -0.406)
H (4.544, 0.316, 1.992)
H (3.631, -1.128, 2.489)
H (3.131, 0.473, 3.061)
H (5.057, 0.632, -0.653)
H (6.163, 2.601, -1.610)
H (4.981, 4.782, -1.650)
H (2.723, 4.969, -0.728)
H (0.945, 5.587, 0.481)
H (-0.733, 5.012, 0.342)
H (0.348, 4.881, -1.048)
H (2.146, 4.315, 2.372)
H (1.845, 2.652, 2.920)
H (0.554, 3.859, 3.036)
O (-2.358, -4.919, -2.460)
S (-2.723, -3.508, -2.510)
O (-3.803, -3.234, -3.446)
N (-2.984, -2.881, -1.070)
C (-2.109, -1.840, -0.910)
O (-1.940, -1.278, 0.424)
C (-1.129, -1.574, -1.836)
C (-0.038, -0.660, -1.968)
C (0.766, -0.710, -3.086)
C (0.567, -1.643, -4.116)
C (-0.496, -2.547, -4.007)
C (-1.321, -2.512, -2.912)
H (0.174, 0.102, -1.219)
H (1.579, 0.005, -3.177)
H (1.218, -1.653, -4.980)
H (-0.674, -3.281, -4.785)

Results
LUMO level = 0.07397 hartree
Total charge = -1
Kohn-Sham gap = 3.8 eV

These are the Mulliken partial charges, in e, on atoms 1 to 4: 0.02, -0.92, 0.07, -1.34

---

Sequential energy output: -54963.482, -46763.376, -202217.927, -129592.390, -185563.605 eV